1.
84
Properties=species:S:1:pos:R:3 method="wB97M-V/def2-TZVPD" total_charge=0 largest_force_ha_per_bohr=0.1051 de_lowest_kcal_mol=62.64 multiplicity=1 homo_lumo_gap_ev=10.756 lumo_energy_ev=0.1119
C 5.756 19.933 7.558
C 4.988 19.624 8.849
O 3.697 19.085 8.506
C 2.844 18.670 9.468
O 2.923 18.919 10.675
C 1.542 18.056 8.930
F 1.449 18.163 7.589
F 1.602 16.760 9.139
F 0.553 18.696 9.495
H 6.724 20.414 7.703
H 5.198 20.557 6.860
H 5.940 18.953 7.119
H 4.723 20.535 9.386
H 5.506 18.913 9.491
C -4.734 20.896 16.243
C -5.686 21.770 17.000
O -5.753 23.054 16.361
C -6.739 23.915 16.540
O -7.563 23.803 17.481
C -6.833 25.154 15.616
F -8.029 25.245 15.116
F -6.494 26.222 16.250
F -5.992 24.963 14.582
H -4.683 19.960 16.800
H -3.718 21.261 16.097
H -5.176 20.592 15.294
H -5.267 21.873 18.001
H -6.683 21.335 17.064
Cl -8.147 21.071 10.246
C -7.729 19.584 9.352
C -7.728 19.636 7.776
Cl -6.586 20.776 7.180
H -8.343 18.756 9.706
H -6.682 19.441 9.619
H -8.685 19.951 7.360
H -7.437 18.675 7.351
Cl -14.627 18.013 7.888
C -16.222 18.448 7.086
C -16.135 17.990 5.654
Cl -14.874 18.940 4.724
H -16.449 19.511 7.173
H -17.072 17.919 7.518
H -17.056 18.101 5.081
H -15.992 16.910 5.613
Cl -8.253 9.471 11.212
C -6.639 9.913 11.695
C -5.764 10.594 10.599
Cl -6.608 12.145 10.147
H -6.126 8.992 11.971
H -6.783 10.551 12.567
H -5.689 9.909 9.755
H -4.777 10.893 10.952
Cl 0.292 25.689 7.017
C -1.090 25.423 8.066
C -2.230 26.360 7.824
Cl -1.723 28.017 8.468
H -0.809 25.498 9.117
H -1.427 24.400 7.901
H -3.105 25.995 8.361
H -2.544 26.468 6.785
Cl -13.565 25.281 7.824
C -12.734 25.929 6.361
C -11.232 26.073 6.608
Cl -10.989 27.386 7.860
H -13.133 26.867 5.976
H -12.934 25.301 5.492
H -10.626 26.369 5.752
H -10.753 25.182 7.014
Cl -10.139 14.922 0.373
C -10.415 14.468 2.069
C -11.758 13.820 2.294
Cl -11.606 13.162 3.954
H -10.157 15.321 2.697
H -9.581 13.790 2.251
H -12.000 13.004 1.613
H -12.552 14.565 2.244
Cl -9.583 15.703 14.939
C -11.325 15.538 14.651
C -11.980 16.870 14.846
Cl -13.777 16.557 14.767
H -11.715 14.845 15.398
H -11.379 14.988 13.712
H -11.750 17.606 14.075
H -11.773 17.222 15.856

***

2.
46
Properties=species:S:1:pos:R:3 method="wB97M-V/def2-TZVPD" total_charge=+1 largest_force_ha_per_bohr=0.1897 multiplicity=1 homo_lumo_gap_ev=7.434 lumo_energy_ev=-4.2837
C -3.518 2.586 4.404
C -4.241 2.935 2.965
C -3.799 1.773 1.853
O -4.280 0.530 2.013
O -2.939 2.217 0.738
C -1.637 1.502 0.745
C -1.007 1.637 -0.769
N -0.375 0.417 -1.332
N 1.018 0.543 -1.524
C 1.751 -0.677 -2.108
N 0.561 -1.601 -2.261
C -0.753 -0.929 -1.815
N -2.010 -1.420 -1.838
P -2.129 -3.116 -2.499
O -2.389 -4.186 -1.331
B -3.328 -0.815 -1.462
N -4.038 0.355 -2.142
O -4.071 -1.431 -0.307
H -2.772 3.472 4.646
H -2.883 1.599 4.266
H -4.293 2.408 5.279
H -3.938 3.984 2.538
H -5.419 2.966 3.116
H -0.908 2.064 1.504
H -1.717 0.386 1.124
H -0.164 2.480 -0.694
H -1.783 2.068 -1.568
H 1.616 1.374 -1.321
H 2.886 -0.823 -2.355
H -3.264 -3.138 -3.433
H -0.974 -3.490 -3.282
H -3.785 1.206 -1.582
H -3.640 0.386 -3.109
H -5.034 -1.513 -0.623
C 5.875 -0.260 -0.706
C 7.178 -0.683 -0.449
C 7.409 -1.732 0.441
C 6.334 -2.365 1.066
C 5.031 -1.944 0.806
C 4.800 -0.889 -0.077
H 5.696 0.560 -1.396
H 8.015 -0.194 -0.941
H 8.425 -2.057 0.646
H 6.514 -3.186 1.755
H 4.193 -2.439 1.292
H 3.785 -0.558 -0.275

***

3.
32
Properties=species:S:1:pos:R:3 method="wB97M-V/def2-TZVPD" total_charge=+4 largest_force_ha_per_bohr=0.1456 multiplicity=1 homo_lumo_gap_ev="4.839 / 4.857" lumo_energy_ev="-19.1973 / -19.1922"
Cl -1.971 -1.927 -0.780
C 1.242 -1.914 -2.517
C 1.923 -0.710 -2.138
C 1.059 0.404 -2.460
H 2.966 -0.648 -1.858
C -0.151 -0.126 -3.032
C -0.024 -1.556 -3.051
H -0.775 -2.229 -3.453
H 1.635 -2.918 -2.403
H 1.286 1.462 -2.394
C -1.312 0.679 -3.508
W 0.149 -0.750 -0.818
C 1.664 0.173 0.207
C 0.394 -2.355 0.552
O 2.524 0.740 0.769
O 0.482 -3.159 1.386
H -1.320 1.673 -3.052
H -2.261 0.185 -3.279
H -1.259 0.821 -4.594
C -1.729 -0.465 2.926
N -0.782 0.647 2.850
C 0.000 1.067 3.922
C 0.781 2.088 3.485
N 0.465 2.282 2.142
C -0.477 1.389 1.756
S -1.004 1.186 0.114
H -2.179 -0.630 1.947
H -1.197 -1.367 3.249
H -2.507 -0.228 3.664
H -0.064 0.580 4.879
H 1.535 2.669 3.986
H 0.908 2.941 1.501